128
Properties=species:S:1:pos:R:3 method="wB97M-V/def2-TZVPD" e_lumo_ev=-1.093 homo_lumo_gap_ev=7.836 smiles="CCC[C@]1(CC=O)[C@H](S(=O)(=O)C(F)(F)F)[C@@](F)(CCCCOC)OS(=O)(=O)[C@]1(CCc1ccccc1)CC(C)C.COC(=O)OC.COC(=O)OC.COC(=O)OC.COC(=O)OC"
C 5.17 -2.64 0.17
C 4.49 -1.26 -0.41
C 3.20 -0.97 0.45
C 1.86 -0.37 -0.13
C 0.85 -0.49 1.17
C 1.38 0.09 2.55
O 0.86 1.01 3.23
C 1.05 -1.30 -1.22
S 1.95 -2.30 -2.47
O 0.80 -3.20 -3.00
O 2.86 -3.39 -1.89
C 2.71 -1.69 -3.99
F 2.70 -2.82 -4.90
F 2.13 -0.68 -4.76
F 4.12 -1.38 -3.98
C -0.31 -0.67 -1.82
F -0.27 -0.49 -3.28
C -1.60 -1.68 -1.66
C -2.84 -0.93 -0.94
C -4.11 -1.93 -0.72
C -5.19 -1.05 0.13
O -6.45 -0.88 -0.57
C -7.03 0.42 -0.32
O -0.80 0.56 -1.32
S 0.23 1.81 -1.08
O 0.26 2.85 -2.20
O -0.29 2.59 0.12
C 1.97 1.16 -0.69
C 2.51 2.25 0.32
C 4.07 2.32 0.63
C 4.24 2.67 2.20
C 4.85 1.71 3.25
C 4.88 2.22 4.73
C 4.34 3.60 5.18
C 3.75 4.57 4.12
C 3.71 4.07 2.66
C 2.68 1.17 -2.14
C 3.38 2.51 -2.61
C 5.00 2.26 -2.63
C 2.99 2.73 -4.18
H 4.86 -2.85 1.26
H 6.32 -2.49 0.22
H 5.01 -3.53 -0.52
H 4.40 -1.41 -1.52
H 5.34 -0.49 -0.27
H 2.92 -1.94 1.02
H 3.63 -0.28 1.28
H 0.65 -1.60 1.44
H -0.17 -0.03 1.01
H 2.35 -0.37 3.00
H 0.64 -2.18 -0.56
H -1.98 -2.04 -2.67
H -1.37 -2.60 -1.03
H -3.27 -0.07 -1.58
H -2.58 -0.57 0.13
H -3.76 -2.77 -0.02
H -4.55 -2.32 -1.70
H -5.32 -1.45 1.21
H -4.76 0.02 0.27
H -7.90 0.57 -1.06
H -7.47 0.53 0.73
H -6.31 1.30 -0.49
H 1.96 2.34 1.33
H 2.24 3.28 -0.16
H 4.53 3.23 0.08
H 4.68 1.37 0.46
H 5.23 0.68 2.96
H 5.30 1.54 5.56
H 4.34 3.96 6.27
H 3.31 5.59 4.36
H 3.24 4.78 1.89
H 1.83 0.96 -2.90
H 3.43 0.32 -2.29
H 3.08 3.48 -2.10
H 5.39 1.76 -1.69
H 5.16 1.53 -3.52
H 5.55 3.22 -2.91
H 3.88 3.21 -4.73
H 2.14 3.50 -4.19
H 2.75 1.76 -4.72
C -5.95 -7.14 -1.20
O -6.28 -7.53 0.13
C -5.70 -6.79 1.09
O -4.96 -5.85 0.91
O -6.10 -7.26 2.28
C -5.56 -6.56 3.40
H -6.47 -7.81 -1.88
H -6.29 -6.12 -1.39
H -4.88 -7.23 -1.37
H -5.88 -5.51 3.39
H -4.47 -6.63 3.41
H -5.94 -7.03 4.31
C -6.67 -10.23 8.23
O -6.01 -9.32 9.11
C -5.45 -8.26 8.50
O -5.48 -8.04 7.31
O -4.86 -7.50 9.43
C -4.23 -6.33 8.92
H -7.08 -11.04 8.84
H -7.50 -9.73 7.72
H -5.97 -10.65 7.51
H -4.96 -5.68 8.43
H -3.43 -6.60 8.22
H -3.79 -5.80 9.76
C 1.94 6.58 -0.51
O 2.63 7.48 0.37
C 3.20 8.52 -0.25
O 3.17 8.75 -1.43
O 3.81 9.27 0.69
C 4.46 10.43 0.17
H 1.52 5.78 0.10
H 1.12 7.10 -1.01
H 2.63 6.15 -1.23
H 3.75 11.10 -0.31
H 5.25 10.15 -0.53
H 4.92 10.96 1.01
C -1.43 5.42 -8.69
O -0.63 4.48 -7.98
C -1.28 3.83 -7.00
O -2.44 3.98 -6.70
O -0.42 2.98 -6.41
C -0.98 2.22 -5.35
H -0.80 5.88 -9.45
H -2.26 4.91 -9.19
H -1.80 6.20 -8.02
H -1.79 1.59 -5.71
H -1.32 2.87 -4.55
H -0.19 1.58 -4.95

71
Properties=species:S:1:pos:R:3 method="wB97M-V/def2-TZVPD" e_lumo_ev=-2.730 homo_lumo_gap_ev=3.311 e_above_lowest_kj_mol=0.0
F 1.94 -4.22 -4.14
C 2.66 -4.07 -2.99
F 1.89 -4.54 -1.94
F 3.76 -4.89 -3.07
C 3.08 -2.66 -2.69
N 3.82 -2.68 -1.42
C 5.21 -2.42 -1.51
C 5.67 -1.13 -1.83
C 7.04 -0.93 -2.02
C 7.93 -2.01 -1.91
C 7.46 -3.28 -1.56
C 6.10 -3.49 -1.35
C 3.13 -2.30 -0.27
C 3.20 -3.10 0.89
C 2.45 -2.76 1.99
C 1.62 -1.58 2.02
C 0.73 -1.35 3.10
C -0.23 -0.30 3.24
C -0.85 -0.05 4.50
C -1.70 1.01 4.71
C -1.96 1.92 3.66
N -2.82 3.00 3.83
C -4.07 2.80 4.57
C -5.15 2.41 3.59
F -6.35 2.12 4.17
F -5.35 3.43 2.69
F -4.74 1.32 2.87
C -2.45 4.34 3.56
C -2.55 4.86 2.26
C -2.22 6.20 2.03
C -1.79 7.01 3.08
C -1.73 6.50 4.38
C -2.10 5.18 4.63
C -1.42 1.67 2.39
C -0.67 0.54 2.17
C 1.78 -0.70 0.91
C 2.39 -1.11 -0.26
H 3.73 -2.30 -3.49
H 2.17 -2.05 -2.58
H 4.95 -0.32 -1.90
H 7.40 0.07 -2.26
H 8.99 -1.85 -2.09
H 8.14 -4.12 -1.45
H 5.67 -4.46 -1.09
H 3.83 -3.99 0.86
H 2.44 -3.41 2.86
H 0.79 -2.04 3.93
H -0.62 -0.73 5.33
H -2.14 1.20 5.69
H -3.94 1.98 5.28
H -4.35 3.74 5.05
H -2.91 4.22 1.45
H -2.31 6.60 1.02
H -1.50 8.05 2.89
H -1.38 7.12 5.21
H -2.11 4.76 5.63
H -1.65 2.37 1.59
H -0.42 0.29 1.14
H 1.42 0.32 0.96
H 2.35 -0.51 -1.17
O 1.27 -3.88 4.68
C 1.82 -4.90 5.19
C 3.02 -4.83 6.00
C 3.68 -5.99 6.37
N 3.21 -7.22 6.08
C 2.06 -7.33 5.41
C 1.32 -6.24 4.99
H 3.42 -3.86 6.26
H 4.63 -5.94 6.92
H 1.71 -8.36 5.21
H 0.39 -6.38 4.45

101
Properties=species:S:1:pos:R:3 method="wB97M-V/def2-TZVPD" e_lumo_ev="-6.265 / -6.431" homo_lumo_gap_ev="6.322 / 6.161" e_above_lowest_kj_mol=108.7 charge=+2 spin_multiplicity=2
Ti -0.22 0.24 -0.08
C -0.26 2.41 3.31
As -1.31 1.21 2.20
C -3.00 2.18 2.16
C -1.79 -0.25 3.38
C -1.82 -0.09 4.76
C -2.15 -1.15 5.59
C -2.47 -2.39 5.03
C -2.45 -2.55 3.65
C -2.11 -1.49 2.82
As -2.12 -1.65 0.88
C -2.30 -3.57 0.63
C -3.95 -1.12 0.45
H -0.92 2.98 3.96
H 0.28 3.10 2.67
H 0.45 1.84 3.90
H -3.28 2.41 3.18
H -3.77 1.56 1.71
H -2.89 3.10 1.60
H -1.58 0.87 5.21
H -2.17 -1.02 6.66
H -2.73 -3.22 5.67
H -2.71 -3.52 3.24
H -3.28 -3.89 0.99
H -1.53 -4.13 1.16
H -2.25 -3.80 -0.43
H -4.59 -1.33 1.30
H -4.28 -1.71 -0.41
H -3.98 -0.07 0.19
O 1.69 1.72 -3.91
C 2.54 2.61 -3.32
C 3.23 3.47 -4.16
C 4.12 4.39 -3.63
C 4.32 4.48 -2.26
C 3.64 3.63 -1.42
C 2.74 2.68 -1.92
C 2.04 1.79 -0.97
O 1.06 1.01 -1.42
N 2.38 1.78 0.28
N 1.62 0.87 1.02
C 2.28 0.45 2.05
S 3.91 0.96 2.38
C 4.02 0.09 3.97
C 3.18 -1.17 3.89
S 1.58 -0.69 3.18
H 1.23 1.28 -3.17
H 3.06 3.39 -5.22
H 4.65 5.06 -4.30
H 5.01 5.21 -1.85
H 3.78 3.68 -0.35
H 3.68 0.74 4.76
H 5.07 -0.15 4.13
H 2.99 -1.60 4.87
H 3.64 -1.92 3.24
Ge -1.31 -0.71 -3.13
C 0.11 -1.95 -3.20
C 0.12 -3.21 -2.58
C 1.16 -4.09 -2.82
C 2.19 -3.73 -3.69
C 2.19 -2.49 -4.30
C 1.16 -1.59 -4.05
C -3.11 -1.28 -2.90
C -3.43 -2.64 -2.86
C -4.75 -3.04 -2.79
C -5.76 -2.09 -2.78
C -5.46 -0.73 -2.85
C -4.14 -0.33 -2.91
H -0.99 0.60 -3.79
H -0.67 -3.49 -1.90
H 1.17 -5.06 -2.35
H 2.99 -4.43 -3.89
H 2.99 -2.21 -4.98
H 1.19 -0.62 -4.53
H -2.65 -3.39 -2.91
H -5.00 -4.09 -2.77
H -6.80 -2.41 -2.74
H -6.25 0.01 -2.86
H -3.90 0.72 -2.96
N 2.27 -1.52 -0.87
C 3.08 -2.55 -0.61
C 2.44 -3.35 0.32
C 1.22 -2.71 0.55
N 1.12 -1.60 -0.17
H 2.40 -0.75 -1.50
H 4.03 -2.65 -1.10
H 2.80 -4.27 0.75
H 0.44 -2.99 1.23
C -1.60 2.95 -3.35
Si -1.92 2.61 -1.55
C -0.84 3.74 -0.54
C -3.74 2.86 -1.23
O -1.56 0.98 -1.09
H -1.88 3.99 -3.51
H -2.23 2.36 -4.03
H -0.56 2.84 -3.65
H -1.25 4.76 -0.59
H 0.17 3.79 -0.94
H -0.76 3.48 0.52
H -4.30 2.84 -2.16
H -3.93 3.84 -0.77
H -4.18 2.10 -0.57

18
Properties=species:S:1:pos:R:3 method="wB97M-V/def2-TZVPD" e_lumo_ev=0.392 homo_lumo_gap_ev=9.456 e_above_lowest_kj_mol=87.5 smiles=c1c[nH]cn1.O.O.O
C -0.10 0.70 2.39
C 0.64 -0.43 2.16
N 0.75 -0.67 0.83
C 0.09 0.29 0.23
N -0.40 1.16 1.13
H -0.38 1.31 3.23
H 1.07 -0.99 2.95
H -0.07 0.34 -0.83
H -0.97 1.97 0.95
H 1.63 -1.82 -0.90
H 1.34 -3.34 -1.40
O 1.63 -2.46 -1.62
H -1.82 -2.41 -1.75
H -0.56 -2.72 -2.64
O -1.41 -2.26 -2.61
H -1.68 3.71 -0.81
H -0.35 3.57 -1.61
O -0.73 3.84 -0.77

9
Properties=species:S:1:pos:R:3 method="wB97M-V/def2-TZVPD" e_lumo_ev=4.167 homo_lumo_gap_ev=8.640 e_above_lowest_kj_mol=418.8 charge=-1
C -0.84 -1.03 1.24
N -0.10 -0.64 0.23
O 1.96 2.03 -1.27
O -0.02 -1.21 -0.87
O 0.54 0.50 0.40
O -0.46 1.91 -1.70
S 0.79 1.15 -1.46
H -1.32 -2.11 1.31
H -0.55 -0.60 2.12

95
Properties=species:S:1:pos:R:3 method="wB97M-V/def2-TZVPD" e_lumo_ev=0.123 homo_lumo_gap_ev=8.269 e_above_lowest_kj_mol=152.0
Y 0.34 -0.22 0.06
C -2.21 0.08 3.74
C -2.21 1.07 2.62
C -3.25 1.95 2.29
C -2.75 2.73 1.27
N -1.49 2.33 1.02
N -1.16 1.30 1.84
B -0.40 3.02 0.20
N -0.24 2.43 -1.23
C -0.59 3.06 -2.36
C 0.10 2.50 -3.41
C 0.87 1.48 -2.84
C 1.84 0.59 -3.53
N 0.65 1.44 -1.52
N 0.90 2.79 1.00
C 1.43 3.65 1.89
C 2.29 2.96 2.71
C 2.22 1.64 2.26
C 2.90 0.45 2.85
N 1.38 1.55 1.24
N -0.63 4.51 0.01
C 0.31 5.37 -0.46
C -0.31 6.58 -0.70
C -1.66 6.36 -0.37
C -2.79 7.32 -0.46
N -1.83 5.12 0.05
H -3.03 -0.62 3.65
H -2.34 0.62 4.68
H -1.27 -0.46 3.78
H -4.22 2.00 2.75
H -3.17 3.55 0.73
H -1.30 3.86 -2.35
H 0.08 2.81 -4.44
H 1.31 -0.10 -4.19
H 2.43 0.03 -2.82
H 2.50 1.20 -4.15
H 1.17 4.69 1.89
H 2.87 3.35 3.52
H 3.20 0.66 3.87
H 3.78 0.18 2.27
H 2.22 -0.40 2.84
H 1.33 5.07 -0.60
H 0.14 7.48 -1.06
H -2.50 8.29 -0.05
H -3.65 6.94 0.10
H -3.09 7.46 -1.50
O -1.79 -0.60 0.18
N -2.51 -1.43 0.88
C -3.85 -1.34 0.81
C -4.66 -2.22 1.48
C -4.08 -3.22 2.27
C -2.71 -3.26 2.38
C -1.91 -2.35 1.68
S -0.21 -2.31 1.83
H -4.20 -0.55 0.18
H -5.73 -2.12 1.40
H -4.69 -3.93 2.80
H -2.21 -3.98 3.01
N 0.34 -1.82 -1.56
C 0.74 -2.30 -2.56
C 1.27 -2.93 -3.64
C 0.64 -2.95 -4.88
N 0.10 -2.95 -5.90
C 2.49 -3.56 -3.41
N 3.48 -4.09 -3.12
C 2.86 -3.71 2.26
As 2.85 -3.38 0.33
C 1.50 -4.59 -0.38
C 4.52 -4.26 -0.15
S 3.06 -1.33 -0.13
H 3.00 -4.78 2.43
H 1.94 -3.38 2.72
H 3.70 -3.16 2.69
H 1.62 -5.53 0.16
H 1.70 -4.76 -1.44
H 0.50 -4.21 -0.25
H 4.44 -5.33 0.02
H 5.33 -3.86 0.47
H 4.75 -4.08 -1.20
C -1.68 0.05 -4.98
O -2.41 -0.45 -3.89
P -2.04 -0.33 -2.28
O -3.01 0.88 -1.83
C -4.29 1.06 -2.41
O -3.08 -1.56 -1.92
C -2.70 -2.90 -2.14
H -2.40 0.40 -5.72
H -1.07 -0.74 -5.42
H -1.04 0.89 -4.69
H -4.20 1.59 -3.36
H -4.87 1.67 -1.72
H -4.79 0.11 -2.59
H -3.55 -3.51 -1.85
H -1.83 -3.17 -1.54
H -2.47 -3.07 -3.20

57
Properties=species:S:1:pos:R:3 method="wB97M-V/def2-TZVPD" e_lumo_ev=0.605 homo_lumo_gap_ev=9.720 smiles="NCCC[C@H]1CCS(=O)(=O)OC1.CC(C)=O.CC(C)=O.CC(C)=O"
N 3.96 0.01 0.23
C 2.87 0.64 0.95
C 1.50 0.75 0.24
C 1.22 -0.35 -0.81
C -0.23 -0.84 -0.97
C -0.58 -2.03 -0.05
C -0.79 -1.57 1.39
S -2.22 -0.50 1.47
O -1.88 0.68 2.19
O -3.38 -1.26 1.83
O -2.44 -0.15 -0.06
C -1.27 0.29 -0.81
H 4.02 -0.99 0.38
H 3.95 0.17 -0.77
H 2.74 0.10 1.89
H 3.18 1.65 1.24
H 0.72 0.76 1.01
H 1.42 1.73 -0.24
H 1.57 0.00 -1.78
H 1.84 -1.22 -0.58
H -0.31 -1.22 -1.99
H -1.48 -2.52 -0.41
H 0.22 -2.76 -0.09
H 0.06 -1.00 1.76
H -1.00 -2.39 2.08
H -1.69 0.60 -1.76
H -0.87 1.17 -0.33
C -8.21 -2.86 2.31
C -7.76 -2.49 0.92
O -8.32 -2.90 -0.06
C -6.56 -1.58 0.84
H -9.08 -3.52 2.26
H -7.40 -3.36 2.85
H -8.46 -1.96 2.88
H -5.70 -2.03 1.33
H -6.76 -0.65 1.37
H -6.32 -1.37 -0.20
C 7.95 -2.94 -0.05
C 7.15 -1.75 -0.51
O 6.13 -1.88 -1.14
C 7.69 -0.39 -0.14
H 7.47 -3.86 -0.37
H 8.97 -2.89 -0.45
H 8.05 -2.93 1.04
H 8.69 -0.25 -0.55
H 7.78 -0.31 0.95
H 7.01 0.38 -0.50
C -0.50 5.31 -2.80
C -1.30 4.35 -1.96
O -1.23 3.15 -2.12
C -2.21 4.95 -0.91
H 0.11 4.76 -3.52
H -1.17 5.99 -3.33
H 0.14 5.92 -2.16
H -2.92 5.63 -1.38
H -1.62 5.55 -0.22
H -2.73 4.17 -0.37

12
Properties=species:S:1:pos:R:3 method="wB97M-V/def2-TZVPD" e_lumo_ev=0.811 homo_lumo_gap_ev=9.690 e_above_lowest_kj_mol=73.5 smiles=Cc1coc(O)n1
C 1.20 0.60 1.29
C 0.31 0.28 0.15
C 0.32 0.75 -1.10
O -0.74 0.05 -1.80
C -1.24 -0.73 -0.84
O -2.27 -1.55 -1.05
N -0.68 -0.66 0.32
H 0.59 0.96 2.12
H 1.71 -0.31 1.60
H 1.94 1.37 1.03
H 1.18 1.21 -1.59
H -2.36 -1.98 -0.18

| no. | electronic energy (eV) |
| --- | --- |
| 1 | -112909.737 |
| 2 | -58516.393 |
| 3 | -283151.772 |
| 4 | -12395.828 |
| 5 | -21582.351 |
| 6 | -152423.459 |
| 7 | -41736.957 |
| 8 | -9813.553 |